Entry 1:
Computed, not measured: a structure of composition C24H27Cl7N3OPSSbSe4Ta at a distorted geometry, with the ωB97M-V functional and the def2-TZVPD basis.

```
70
Properties=species:S:1:pos:R:3:nbo_charge:R:1
Ta 0.1244 -3.1170 -0.9505 0.4606
Cl 0.3251 -2.3626 1.4979 0.2031
C -0.6521 -3.4837 2.4775 0.0675
C -1.0646 -3.0590 3.7174 -0.2663
C -1.8349 -3.9407 4.4620 -0.1901
C -2.1640 -5.1851 3.9509 -0.2169
C -1.7001 -5.5758 2.7041 -0.0291
Cl -2.1387 -7.1414 2.1090 0.0386
C -0.8925 -4.7338 1.9268 -0.2774
S -0.1886 -5.2945 0.4040 -0.0522
H -0.8244 -2.0687 4.0772 0.2429
H -2.1921 -3.6482 5.4395 0.2294
H -2.7854 -5.8672 4.5138 0.2382
Se 3.6724 -2.3163 -4.5596 -0.4917
Sb 2.0765 -2.8845 -2.9535 0.9984
Se -0.0536 -1.4149 -2.9310 -0.2490
Se 2.4172 -2.0074 -0.5403 -0.1993
Se 1.3914 -5.2068 -2.4717 -0.2935
O 0.2164 0.5002 -0.1828 -1.1517
P 0.7740 1.8527 -0.4169 2.4577
N 2.2556 1.8929 -1.1636 -0.8381
C 2.3887 1.8311 -2.6259 -0.2035
C 3.8805 2.0544 -2.8410 -0.4071
C 4.4697 1.2896 -1.6611 -0.4090
C 3.5552 1.6972 -0.5095 -0.2016
N -0.2443 2.7834 -1.3200 -0.8287
C -1.1385 2.1662 -2.3123 -0.1996
C -1.6550 3.3577 -3.1146 -0.4112
C -0.4735 4.3261 -3.1007 -0.4113
C 0.0724 4.1705 -1.6822 -0.2097
N 0.9729 2.7440 0.9977 -0.8054
C -0.2980 3.2399 1.5771 -0.2072
C -0.0173 3.3201 3.0691 -0.4113
C 0.8292 2.0753 3.3003 -0.4124
C 1.7307 2.0421 2.0664 -0.2190
H 1.7694 2.5885 -3.1073 0.1946
H 2.0933 0.8477 -3.0162 0.1927
H 4.1148 3.1188 -2.7631 0.1970
H 4.2177 1.6777 -3.8054 0.2247
H 5.5201 1.4929 -1.4613 0.2171
H 4.3518 0.2189 -1.8556 0.2115
H 3.8893 2.6355 -0.0518 0.1832
H 3.5203 0.9330 0.2692 0.1977
H -1.9360 1.6092 -1.8195 0.2131
H -0.5973 1.4702 -2.9633 0.1860
H -2.5149 3.8062 -2.6123 0.2024
H -1.9605 3.0663 -4.1185 0.2192
H -0.7570 5.3552 -3.3180 0.2176
H 0.2698 4.0189 -3.8393 0.2006
H -0.4422 4.8616 -1.0062 0.1828
H 1.1435 4.3656 -1.6009 0.2127
H -1.1226 2.5414 1.3890 0.1880
H -0.5664 4.2026 1.1441 0.2007
H -0.9335 3.3407 3.6584 0.2168
H 0.5601 4.2188 3.2976 0.2018
H 0.1901 1.1888 3.3196 0.2016
H 1.4027 2.1047 4.2264 0.2157
H 1.9580 1.0127 1.7813 0.2047
H 2.6747 2.5595 2.2528 0.1893
Cl -2.2574 -0.3911 1.4167 0.0445
C -2.7396 -1.9054 0.7200 0.0569
C -2.0481 -2.3739 -0.4063 -0.3904
C -2.5882 -3.5517 -0.8698 -0.0052
Cl -1.8166 -4.1896 -2.3992 0.1606
C -3.6675 -4.2762 -0.3975 -0.1193
Cl -4.2072 -5.7246 -1.1438 0.0821
C -4.2864 -3.7696 0.7396 -0.0600
Cl -5.6096 -4.6071 1.4405 0.0800
C -3.8305 -2.5656 1.2828 -0.1287
Cl -4.6289 -1.9166 2.6640 0.0640
```

Values from the calculation:
HOMO level	-0.3022	Eh
total energy	-15034.2692	a.u.
ΔE to the lowest compared entry with this formula, charge and spin	2.545	eV
multiplicity	1
Kohn-Sham gap	6.07	eV


Entry 2:
Computed, not measured: a structure of composition C24H27ClHfIO3P2 at a distorted geometry, with the ωB97M-V functional and the def2-TZVPD basis.

```
59
Properties=species:S:1:pos:R:3:nbo_charge:R:1
C 1.3674 -0.5622 -3.7772 -0.7239
C 0.8919 0.8282 -4.1153 -0.1285
H 2.1668 -0.8838 -4.4606 0.2758
H 0.4531 -1.1829 -3.7916 0.2297
H 1.7262 -0.6654 -2.7495 0.2641
O 0.1492 1.1983 -2.4387 -0.9977
I 2.2934 2.2041 -4.8587 0.4154
Hf -0.4970 1.4771 -0.5691 2.2032
P -0.1901 0.6452 -5.6257 1.4731
C 0.9757 -0.0579 -6.9222 -0.9364
C -1.4200 -0.6395 -5.9732 -0.9513
H -1.9118 2.2774 -5.3973 0.2854
H -1.2916 2.2561 -7.0057 0.2998
H -0.3980 3.1377 -5.7086 0.2989
C -0.9692 2.2256 -5.9605 -1.0031
H -2.3041 -0.5446 -5.3231 0.2707
H -1.6675 -0.3793 -7.0273 0.2963
H 0.7678 0.4589 -7.8768 0.2925
H 0.7520 -1.1401 -7.0932 0.2772
H -1.0030 -1.6653 -5.8988 0.2850
H 2.0693 -0.0207 -6.7335 0.2779
C 1.3451 2.4694 -0.3446 0.4957
O 2.3561 3.0557 -0.1590 -0.2625
Cl -1.5273 3.4942 -0.1300 -0.3230
O -0.2956 0.5156 1.1126 -1.1507
P -0.2151 -0.1803 2.5283 1.9329
C -1.7112 -1.1108 2.5001 -0.5105
C -2.9358 -0.4452 2.5884 -0.1265
C -4.1173 -1.1855 2.5493 -0.2130
C -4.0608 -2.5705 2.3325 -0.1402
C -2.8385 -3.2338 2.1904 -0.1850
C -1.6564 -2.5083 2.3033 -0.1704
C 1.2321 -1.2232 2.4718 -0.5105
C 2.0989 -1.1902 3.5658 -0.0872
C 3.3522 -1.7755 3.5099 -0.2106
C 3.7180 -2.4580 2.3483 -0.1351
C 2.8187 -2.6394 1.3040 -0.2105
C 1.5571 -2.0531 1.3920 -0.1802
C -0.0610 1.1398 3.7106 -0.4031
C -0.7225 0.9876 4.9513 -0.1854
C -0.5947 1.9924 5.9051 -0.1862
C 0.1507 3.1549 5.6465 -0.1398
C 0.8338 3.2662 4.4354 -0.1809
C 0.7559 2.2563 3.4619 -0.2091
H -2.9584 0.6352 2.6885 0.2180
H -5.0727 -0.6655 2.6668 0.2506
H -4.9839 -3.1370 2.2433 0.2503
H -2.8094 -4.3094 2.0211 0.2501
H -0.6968 -3.0242 2.2081 0.2382
H 1.7903 -0.7013 4.4742 0.2241
H 4.0430 -1.6756 4.3421 0.2548
H 4.7450 -2.8087 2.2385 0.2482
H 3.0971 -3.2274 0.4297 0.2421
H 0.8207 -2.2442 0.6170 0.2100
H -1.3163 0.0943 5.1687 0.2440
H -1.0776 1.8813 6.8802 0.2546
H 0.1860 3.9842 6.3794 0.2602
H 1.4344 4.1454 4.2294 0.2426
H 1.3557 2.3277 2.5456 0.2003
```

Values from the calculation:
HOMO level	-0.6156	Eh
total energy	-2644.1780	a.u.
multiplicity	1
Kohn-Sham gap	6.16	eV
charge	+3


Entry 3:
Computed, not measured: the molecule C24H27F3N2O2, with the ωB97M-V functional and the def2-TZVPD basis.

```
58
Properties=species:S:1:pos:R:3:nbo_charge:R:1
O -2.0002 -2.3654 2.9314 -0.6202
C -1.6390 -1.6083 2.0573 0.6900
N -0.6335 -1.8985 1.2011 -0.6438
C 0.0463 -3.1692 1.1976 -0.2153
C -0.2498 -3.9683 -0.0841 -0.4226
C 0.3056 -3.2600 -1.2837 -0.0082
C -0.4709 -2.3546 -1.9990 -0.1798
C 0.0557 -1.6561 -3.0694 -0.1845
C 1.3791 -1.8624 -3.4343 -0.1636
C 1.9513 -1.1248 -4.6095 0.9735
F 1.7513 -1.7850 -5.7680 -0.3247
F 1.4043 0.0900 -4.7739 -0.3243
F 3.2761 -0.9364 -4.5116 -0.3220
C 2.1664 -2.7712 -2.7387 -0.1684
C 1.6281 -3.4577 -1.6668 -0.2230
C -2.2789 -0.2377 1.8371 -0.3108
C -2.8642 -0.1047 0.4196 -0.3945
C -2.0392 0.8417 -0.4496 -0.5089
C -1.9525 2.1987 0.2212 0.7069
O -2.2112 3.2415 -0.3461 -0.6397
N -1.5946 2.1279 1.5227 -0.4585
C -1.4607 3.3385 2.3019 -0.2184
C -0.0176 3.6678 2.6931 -0.3955
C 0.9046 3.8932 1.4877 -0.4343
C 1.3105 2.6231 0.7933 -0.0007
C 1.0249 2.4199 -0.5508 -0.2377
C 1.3958 1.2452 -1.1846 -0.1556
C 2.0606 0.2537 -0.4823 -0.2678
C 2.3695 0.4538 0.8531 -0.2057
C 2.0028 1.6309 1.4816 -0.2300
C -1.2416 0.8646 2.1228 -0.2206
H -0.3906 -1.2520 0.4672 0.4056
H -0.3130 -3.7178 2.0708 0.2443
H 1.1251 -3.0057 1.2892 0.1911
H 0.2044 -4.9546 0.0134 0.2205
H -1.3296 -4.0896 -0.1791 0.2191
H -1.5045 -2.2029 -1.7260 0.2095
H -0.5526 -0.9531 -3.6176 0.2328
H 3.1928 -2.9294 -3.0327 0.2332
H 2.2415 -4.1605 -1.1230 0.2182
H -3.0885 -0.1618 2.5678 0.2352
H -2.9364 -1.0873 -0.0517 0.2130
H -3.8781 0.2938 0.4856 0.2219
H -1.0253 0.4651 -0.6065 0.2210
H -2.5063 0.9745 -1.4258 0.2407
H -1.8682 4.1426 1.6845 0.2424
H -2.0684 3.2456 3.2095 0.1931
H 0.3855 2.8733 3.3238 0.1954
H -0.0459 4.5816 3.2899 0.2167
H 1.8093 4.3978 1.8391 0.2205
H 0.4051 4.5521 0.7762 0.2211
H 0.4990 3.1822 -1.1056 0.2280
H 1.1688 1.1084 -2.2316 0.2106
H 2.3495 -0.6634 -0.9748 0.2178
H 2.9027 -0.3069 1.4054 0.2125
H 2.2644 1.7815 2.5195 0.2103
H -1.1644 1.0093 3.2022 0.2209
H -0.2553 0.5467 1.7612 0.2136
```

Values from the calculation:
SMILES string	O=C(NCCc1ccc(C(F)(F)F)cc1)[C@@H]1CCC(=O)N(CCCc2ccccc2)C1
HOMO level	-0.3310	Eh
total energy	-1490.4268	a.u.
ΔE to the lowest compared entry with this formula, charge and spin	0.023	eV
multiplicity	1
Kohn-Sham gap	9.53	eV


Entry 4:
Computed, not measured: a structure of composition C24H27F5LiN7O2S at a distorted geometry, with the ωB97M-V functional and the def2-TZVPD basis.

```
67
Properties=species:S:1:pos:R:3:nbo_charge:R:1
Li -16.1993 6.5884 1.5000 0.8604
C -19.2355 8.0139 4.4288 -0.7124
C -18.3354 7.7495 3.2713 0.2770
N -17.5389 6.7214 3.2117 -0.2847
N -17.3939 5.9915 4.3559 -0.4542
C -16.9742 4.6983 4.3412 0.3040
N -16.8868 4.1210 5.5542 -0.7848
S -16.6393 3.8342 2.9551 -0.3206
C -18.3098 8.6704 2.1567 0.1390
C -19.0494 9.8589 2.2071 -0.2015
C -18.9616 10.7839 1.1863 -0.1628
C -18.2082 10.4645 0.0391 -0.2309
C -17.5042 9.2346 0.0334 0.0515
N -17.5256 8.4112 1.0912 -0.4495
H -19.2879 7.1269 5.0712 0.2283
H -18.8387 8.8415 5.0629 0.2671
H -20.2593 8.3350 4.1635 0.2379
H -17.2342 6.5704 5.2163 0.4133
H -17.0902 4.6294 6.4162 0.3974
H -16.5205 3.1579 5.6249 0.4263
H -19.6625 10.0094 3.0740 0.2168
H -19.5034 11.7208 1.2604 0.2214
H -18.1542 11.0999 -0.7989 0.2176
H -16.8497 9.0006 -0.8089 0.2236
C -9.9511 4.9210 -0.9054 -0.2614
O -11.0689 4.7928 -0.0152 -0.4990
C -12.2196 4.3512 -0.5110 0.2489
C -12.5307 4.3510 -1.8989 -0.2791
C -13.6208 3.6320 -2.3901 -0.2513
C -14.4250 2.8858 -1.4988 -0.2398
C -14.2598 3.0286 -0.1276 -0.2859
C -13.1904 3.7935 0.3798 0.2253
N -13.1793 4.0685 1.7704 -0.6682
C -12.3265 4.8696 2.4882 0.1847
C -12.2062 6.2291 2.3522 -0.1863
C -11.1925 6.8478 3.1688 -0.1180
C -10.8012 8.1152 2.8745 -0.2610
C -11.5554 8.9167 1.9720 -0.0880
C -12.5599 8.3882 1.1966 -0.3083
C -13.0761 7.0825 1.4264 0.5330
O -14.2012 6.6337 1.0701 -0.6984
H -9.0311 4.7200 -0.3592 0.2015
H -9.8766 5.9528 -1.3170 0.1869
H -9.9198 4.1965 -1.7305 0.1912
H -11.8507 4.9146 -2.5426 0.2199
H -13.8124 3.6398 -3.4808 0.2191
H -15.1210 2.1470 -1.9039 0.2213
H -14.9421 2.5785 0.6076 0.2265
H -14.0016 3.6830 2.2908 0.4311
H -11.6624 4.3688 3.1938 0.1819
H -10.7646 6.2423 3.9510 0.2133
H -9.9007 8.5482 3.3442 0.2215
H -11.3957 9.9718 1.8965 0.2270
H -13.0322 8.9856 0.4149 0.2244
N -15.7970 6.6750 -1.4774 -0.6827
N -16.3944 5.7294 -0.5517 -0.7211
H -15.5981 6.2333 -2.3822 0.3347
H -14.8971 6.9046 -1.0360 0.3714
H -15.8561 4.8483 -0.5227 0.3634
H -17.3470 5.5211 -0.8936 0.3589
F -15.0820 8.9600 3.0093 -0.4054
C -15.3005 9.2822 4.2897 0.0928
F -15.1093 8.1871 5.1019 -0.4319
C -14.1718 10.3589 4.6775 0.8630
F -12.9297 9.8526 4.7747 -0.3536
F -14.5005 10.9552 5.8207 -0.3351
F -14.2586 11.2880 3.7022 -0.3474
```

Values from the calculation:
HOMO level (spin up / spin down)	-0.1829 / -0.1829	Eh
total energy	-2369.4597	a.u.
ΔE to the lowest compared entry with this formula, charge and spin	0.000	eV
multiplicity	1
Kohn-Sham gap (spin up / spin down)	4.07 / 4.07	eV


The lowest total energy belongs to which entry?
C24H27Cl7N3OPSSbSe4Ta


What is the total energy in the fourth record?
-2369.4597 a.u.